# C25H32N2O5

C25H32N2O5 in the gas phase in a non-equilibrium geometry (wB97M-V/def2-TZVPD, the Open Molecules 2025 dataset).

```
64
C25H32N2O5 (wB97M-V/def2-TZVPD)
C -0.18333 6.84438 2.20062
C -0.04597 5.36385 2.24835
C -0.18375 4.48491 3.27548
C 0.06529 3.18514 2.71672
C 0.07513 1.89882 3.22512
C 0.36996 0.83692 2.36965
C 0.64685 1.10380 1.01065
C 0.63301 2.38984 0.46469
C 0.33973 3.41185 1.34995
O 0.27066 4.73305 1.07578
C 0.90865 2.62113 -0.98601
H 0.95213 3.68639 -1.19244
H 0.12177 2.16874 -1.58769
H 1.84802 2.15201 -1.27129
O 0.95536 0.10687 0.14387
C 0.98858 -1.18699 0.52085
O 1.29865 -2.00962 -0.31748
C 0.66598 -1.51822 1.90367
C 0.36720 -0.54560 2.79903
C 0.00536 -0.83851 4.22192
H 0.08731 -1.89560 4.44826
H -1.02065 -0.52480 4.40836
H 0.65951 -0.28849 4.89684
C 0.59939 -2.99798 2.15590
H 0.97672 -3.26021 3.14491
H 1.22197 -3.48887 1.40499
C -0.85220 -3.48784 2.00165
C -1.44826 -2.94111 0.71043
O -1.90009 -1.81388 0.63773
N -1.43942 -3.79443 -0.32905
H -1.01720 -4.70402 -0.23593
C -1.98992 -3.44745 -1.62205
C -1.22139 -4.10465 -2.76394
C 0.21710 -3.57744 -2.95902
N 0.39603 -2.43803 -3.82701
C -0.01894 -2.60156 -5.20235
C 0.60925 -1.47064 -6.02212
O 0.21901 -0.20761 -5.53804
C 0.57691 -0.06323 -4.17947
C -0.05215 -1.15886 -3.31785
H 0.28255 -1.05428 -2.28652
H -1.15053 -1.05053 -3.36480
H 0.22451 0.92485 -3.87882
H 1.67072 -0.11107 -4.07713
H 0.28252 -1.51363 -7.06322
H 1.70482 -1.56464 -5.97584
H 0.33430 -3.56554 -5.57530
H -1.11671 -2.55053 -5.32650
H 0.82336 -4.38442 -3.38444
H 0.64232 -3.30509 -1.99140
H -1.78744 -3.96529 -3.68619
H -1.17824 -5.18077 -2.57311
H -3.04054 -3.77044 -1.66103
H -1.96786 -2.35892 -1.69112
H -0.88289 -4.57796 2.02004
H -1.45421 -3.09857 2.82431
H -0.14701 1.73132 4.26514
C -0.52457 4.77609 4.69509
H -0.64059 5.84482 4.85016
H -1.45460 4.27881 4.96815
H 0.25979 4.40678 5.35476
H -1.21272 7.14213 2.39704
H 0.45654 7.31413 2.94557
H 0.10148 7.19668 1.21325
```

## Properties
Kohn-Sham gap: 0.303 Ha
HOMO energy: -7.905 eV
E_LUMO: 0.34 eV
charge: 0


# C25H32N4O

C25H32N4O in the gas phase (wB97M-V/def2-TZVPD, the Open Molecules 2025 dataset).

```
62
C25H32N4O (wB97M-V/def2-TZVPD)
C 1.91770 6.08855 1.11696
C 1.35043 4.84214 0.45042
C 1.43781 3.62193 1.37119
N 0.96699 2.43184 0.68159
C 1.67673 1.20936 1.00244
C 1.27001 0.58620 2.34157
H 1.81826 -0.34380 2.49282
H 1.50466 1.25850 3.16831
C -0.23678 0.31845 2.31637
N -0.65642 -0.34225 3.54854
H -1.59880 -0.05344 3.79490
C -0.60534 -1.79935 3.47655
C -1.69740 -2.40538 2.64417
C -2.92087 -2.83126 3.12042
N -3.66889 -3.19180 2.05896
N -3.01453 -3.01356 0.91941
C -1.81344 -2.54448 1.23678
C -0.85105 -2.20249 0.18942
C -1.27831 -1.47269 -0.91839
C -0.38618 -1.06678 -1.88999
C 0.96078 -1.39615 -1.77366
C 1.38760 -2.17217 -0.69863
C 0.49011 -2.57070 0.27077
H 0.83104 -3.17683 1.09680
H 2.42843 -2.45058 -0.64065
O 1.89692 -1.06830 -2.71723
C 1.77107 0.08570 -3.45022
C 2.19469 0.04090 -4.77486
C 2.16131 1.18498 -5.54911
C 1.70578 2.37814 -5.01310
C 1.29586 2.42283 -3.69157
C 1.32747 1.28602 -2.90477
H 1.02653 1.34103 -1.86993
H 0.95261 3.35064 -3.25870
H 1.67666 3.26977 -5.62115
H 2.48948 1.14271 -6.57717
H 2.54905 -0.89597 -5.17624
H -0.72809 -0.49644 -2.74163
H -2.32350 -1.21666 -1.00219
C -5.00120 -3.72110 2.06058
H -5.28436 -3.90316 1.02601
H -5.04310 -4.65879 2.61841
H -5.69871 -3.01029 2.50881
H -3.29129 -2.90406 4.12394
H 0.37810 -2.07427 3.09312
H -0.69342 -2.17654 4.50048
C -0.95369 1.64435 2.08644
C -0.46779 2.23804 0.75445
H -0.95751 3.19549 0.56793
H -0.75069 1.55070 -0.05154
H -2.03468 1.49106 2.03786
H -0.74248 2.32729 2.91193
H -0.45094 -0.31840 1.44583
H 2.74904 1.41520 0.98129
H 1.45926 0.48230 0.21194
H 2.48446 3.47221 1.64596
H 0.87864 3.82450 2.29684
H 1.90289 4.62250 -0.46444
H 0.30966 5.01945 0.17412
H 2.96431 5.94134 1.37463
H 1.37042 6.31656 2.02953
H 1.84557 6.94519 0.45111
```

## Properties
Kohn-Sham gap: 0.319 Ha
HOMO energy: -7.943 eV
E_LUMO: 0.75 eV
charge: 0


# C25H32NO5P

C25H32NO5P in the gas phase in a non-equilibrium geometry (wB97M-V/def2-TZVPD, the Open Molecules 2025 dataset).

```
64
C25H32NO5P (wB97M-V/def2-TZVPD)
C -4.66941 0.57189 1.55977
C -3.17439 0.37892 1.48617
O -2.72714 0.75249 0.11830
P -1.39726 1.60492 -0.01738
C -1.04373 2.04798 1.59326
C 0.16308 2.23633 2.38527
O 0.54299 3.32668 2.80669
O 0.76851 1.07113 2.73877
C 1.78177 1.18766 3.79392
C 2.97617 1.96759 3.33569
O -0.06295 0.78419 -0.23379
O -1.71771 2.39880 -1.32510
C -0.69593 3.01686 -2.20810
C -1.35593 3.62530 -3.41287
H -4.99880 0.31290 2.57269
H -4.94062 1.61473 1.35834
H -5.16795 -0.07856 0.83475
H -2.68357 1.03265 2.23333
H -2.86286 -0.65198 1.70612
H -1.76573 2.82716 1.88828
H 1.30480 1.67896 4.65514
H 2.06754 0.16789 4.06340
H 3.77572 1.91866 4.07760
H 3.35982 1.59682 2.38279
H 2.65606 3.00297 3.23603
H -0.17746 3.78632 -1.62333
H 0.01502 2.23228 -2.50615
H -0.57617 4.16244 -3.95716
H -1.77891 2.87067 -4.08294
H -2.14561 4.32920 -3.14152
C -2.35711 -3.06435 0.66054
C -1.81410 -2.36264 -0.51598
N -2.26525 -2.66794 -1.77724
C -1.59083 -1.91752 -2.72612
C -0.65707 -1.09749 -2.03552
C 0.24654 -0.34036 -2.79045
C 0.12342 -0.33385 -4.18148
C -0.88549 -1.05976 -4.83390
C -1.74202 -1.88813 -4.10603
C -0.85488 -1.34893 -0.60784
C -0.16085 -0.50440 0.43493
C 1.26034 -1.04163 0.59778
C 2.00650 -1.54825 -0.47191
C 3.35778 -1.85754 -0.33896
C 4.01489 -1.68773 0.88057
C 5.50376 -1.90600 0.94919
C 3.23754 -1.31618 1.98477
C 1.86495 -1.11678 1.85118
H -1.59486 -3.17498 1.44315
H -3.19659 -2.48465 1.06479
H -2.75235 -4.05824 0.40360
H -3.01894 -3.32183 -1.98783
H 1.05785 0.19443 -2.28364
H 0.83505 0.26467 -4.74764
H -0.95182 -1.00346 -5.91544
H -2.50757 -2.51027 -4.56425
H -0.74046 -0.50463 1.37035
H 1.56215 -1.71955 -1.44527
H 3.90187 -2.24527 -1.20564
H 5.93848 -1.49222 1.86282
H 5.73128 -2.97922 0.92780
H 6.02686 -1.45935 0.09206
H 3.70619 -1.21708 2.96530
H 1.24534 -1.00278 2.72834
```

## Properties
Kohn-Sham gap: 0.291 Ha
HOMO energy: -7.303 eV
E_LUMO: 0.63 eV
charge: 0


# C25H33Cl2N5OReSb

A molecular structure, C25H33Cl2N5OReSb in a non-equilibrium geometry (wB97M-V/def2-TZVPD, the Open Molecules 2025 dataset).

```
68
C25H33Cl2N5OReSb (wB97M-V/def2-TZVPD)
Re -0.18419 -0.02652 -0.21503
C -4.06947 1.75045 3.21162
C -3.44493 2.80968 2.56388
C -2.70433 2.58496 1.41004
C -2.60376 1.29357 0.90217
C -3.24738 0.23430 1.52928
C -3.97186 0.46534 2.69295
N -1.79202 1.03804 -0.26402
C -2.34872 1.34300 -1.53186
C -3.42843 2.18043 -1.77691
C -3.88605 2.30050 -3.08226
C -3.30968 1.58075 -4.12831
C -2.25646 0.71795 -3.88639
C -1.78278 0.62759 -2.58385
N -0.77376 -0.24201 -2.13130
N -0.36844 -1.17338 -2.88940
C 0.44071 -2.05765 -2.20530
C 0.92208 -3.18555 -2.85709
C 1.58796 -4.14160 -2.11914
C 1.73759 -3.95753 -0.74418
C 1.24795 -2.81610 -0.15788
N 0.63401 -1.83935 -0.86846
H -4.65163 1.93020 4.10518
H -3.54615 3.81548 2.95062
H -2.22939 3.41091 0.89626
H -3.20266 -0.75805 1.09615
H -4.47929 -0.35651 3.18011
H -3.91832 2.71174 -0.97308
H -4.72518 2.95195 -3.28678
H -3.70385 1.68022 -5.13009
H -1.81487 0.12234 -4.67384
H 0.72965 -3.29647 -3.91476
H 1.96441 -5.03682 -2.59538
H 2.22675 -4.70170 -0.13182
H 1.35383 -2.64594 0.90447
Cl 0.15727 -0.44075 2.23946
C -0.28373 0.92331 3.39182
Cl 2.36047 2.16460 3.19366
H -0.02776 0.54942 4.37599
H -1.35909 1.05649 3.27893
C 3.60146 1.00227 5.08908
N 2.32349 1.23335 4.42963
C 0.46330 2.14476 2.99740
C 3.55498 -0.10743 1.30439
C 3.09796 1.65714 -1.04482
O 3.79556 -1.02965 0.71635
H 3.70070 1.65700 5.95434
H 4.46681 1.16001 4.42428
H 3.61605 -0.03620 5.41247
H 0.12224 3.03581 3.53019
H 0.38880 2.31257 1.91539
H 2.43410 1.96425 1.84778
H 3.36469 2.27834 -1.89942
H 3.46133 2.13321 -0.13558
H 3.55657 0.67872 -1.16016
C 0.50684 3.55295 -0.42127
Sb 0.97870 1.58805 -1.04765
C 2.44623 3.95676 3.14566
C 0.67897 1.70097 -3.13382
H 0.54166 4.19582 -1.29953
H 1.25629 3.89308 0.29351
H -0.48062 3.60815 0.02484
H 3.07099 4.34864 2.34881
H 3.76665 2.18172 3.18243
H 2.33877 4.38872 4.13572
H 1.21130 2.59645 -3.45508
H -0.36615 1.79622 -3.38290
H 1.10512 0.82932 -3.62743
```

## Properties
Kohn-Sham gap (spin up / spin down): 0.234 / 0.233 Ha
HOMO energy (spin up / spin down): -16.631 / -16.633 eV
E_LUMO (spin up / spin down): -10.26 / -10.30 eV
charge: +3
multiplicity: 2


| no. | calculated total energy (eV) |
| --- | --- |
| 1 | -39663.0593 |
| 2 | -34451.9991 |
| 3 | -47460.2790 |
| 4 | -69627.9358 |